Computed, not measured: a molecular structure, C60H42BrCdIN2O3S2, with ωB97M-V/def2-TZVPD.

Total energy, hartree: -6482.7142
Charge: 0
LUMO level, Eh: -0.00769
Relative energy (zero: lowest compared OMol25 entry of this formula, charge and spin), kJ/mol: 32.6
HOMO-LUMO gap, Eh: 0.2559
M, Da: 1222.4
E_HOMO, eV: -7.17

Positions of all 112 atoms, in Å:
Cd (0.41636, 1.10894, 2.39609)
Br (-0.03815, -3.95310, 7.96408)
C (0.06817, -2.99570, 6.32842)
C (0.91555, -3.45302, 5.31032)
C (0.99167, -2.77574, 4.12378)
C (0.24999, -1.58728, 3.87382)
O (0.35901, -1.02167, 2.72037)
C (-0.60260, -1.14096, 4.93281)
C (-1.49574, -0.01805, 4.80436)
N (-1.41023, 0.87172, 3.88898)
C (-2.37212, 1.87334, 3.73083)
C (-2.94084, 2.59406, 4.74704)
C (-3.89880, 3.59388, 4.47168)
C (-4.28591, 3.86142, 3.19131)
C (-3.71140, 3.14332, 2.11402)
C (-4.08066, 3.34706, 0.76361)
C (-3.50000, 2.59544, -0.21528)
C (-2.51164, 1.65763, 0.15143)
N (-2.12439, 1.45670, 1.38434)
C (-2.73223, 2.16460, 2.37698)
C (-0.68697, -1.87540, 6.13285)
H (1.50059, -4.35046, 5.46381)
H (1.62309, -3.13278, 3.32074)
H (-2.31965, 0.02515, 5.52746)
H (-2.63613, 2.40748, 5.76923)
H (-4.32738, 4.15117, 5.29445)
H (-5.02818, 4.62174, 2.98168)
H (-4.83126, 4.09246, 0.52759)
H (-3.76878, 2.70552, -1.25761)
H (-2.02890, 1.05715, -0.61090)
H (-1.36159, -1.53386, 6.90928)
I (2.48114, 1.38561, 4.67205)
C (2.85216, 3.27590, 3.82404)
C (3.91402, 3.93446, 4.37738)
C (4.24287, 5.24053, 3.96583)
C (3.47432, 5.85754, 3.02854)
C (2.36812, 5.19418, 2.44302)
C (1.57966, 5.88692, 1.49196)
C (0.50745, 5.28006, 0.91628)
C (0.20852, 3.93968, 1.24458)
C (0.93699, 3.20007, 2.14703)
C (2.03284, 3.85321, 2.80141)
H (4.50344, 3.45730, 5.14816)
H (5.09022, 5.74377, 4.41272)
H (3.69124, 6.87169, 2.71386)
H (1.84622, 6.90839, 1.24645)
H (-0.11024, 5.81378, 0.20274)
H (-0.63595, 3.48565, 0.73659)
C (6.49096, -2.04761, -3.85262)
C (5.41013, -1.72611, -2.85817)
C (5.09747, -0.40334, -2.54334)
C (4.09305, -0.10339, -1.63982)
C (3.39571, -1.14142, -1.03998)
C (3.70676, -2.46345, -1.31503)
C (4.70889, -2.74928, -2.22935)
S (2.04161, -0.83801, 0.08370)
O (2.44798, 0.26980, 1.00473)
C (0.95563, -0.02122, -1.11372)
C (0.90303, 1.38718, -1.06567)
C (0.09708, 2.05946, -1.93541)
C (-0.71676, 1.35757, -2.85747)
C (-1.59850, 2.03952, -3.73339)
C (-2.38834, 1.34901, -4.60576)
C (-2.32805, -0.06176, -4.65165)
C (-1.48611, -0.74585, -3.82408)
C (-0.66557, -0.05733, -2.89479)
C (0.21116, -0.74896, -2.00665)
C (0.41241, -2.22292, -2.13662)
C (1.19379, -2.70551, -3.23181)
C (1.79277, -1.82858, -4.17233)
C (2.57492, -2.31550, -5.17921)
C (2.79430, -3.70404, -5.30998)
C (2.23217, -4.57069, -4.41856)
C (1.42800, -4.09526, -3.35342)
C (0.89095, -4.97875, -2.38391)
C (0.16716, -4.50292, -1.33250)
C (-0.07948, -3.11833, -1.22292)
S (-0.93990, -2.57405, 0.26991)
O (-1.02458, -3.77675, 1.13549)
C (-2.56615, -2.30407, -0.44175)
C (-3.06324, -2.91107, -1.58783)
C (-4.35295, -2.62904, -2.00422)
C (-5.16640, -1.75145, -1.28801)
C (-6.56473, -1.45703, -1.75691)
C (-4.65953, -1.16916, -0.13145)
C (-3.36815, -1.44294, 0.29353)
H (6.75108, -1.17548, -4.45131)
H (6.17335, -2.84502, -4.52597)
H (7.39656, -2.38715, -3.34589)
H (5.64384, 0.40033, -3.02289)
H (3.84813, 0.92374, -1.39668)
H (3.15118, -3.26140, -0.83419)
H (4.94068, -3.78154, -2.46467)
H (1.50951, 1.91071, -0.33762)
H (0.05816, 3.14264, -1.91137)
H (-1.63034, 3.12226, -3.69483)
H (-3.05832, 1.87890, -5.27058)
H (-2.95520, -0.60197, -5.34919)
H (-1.44259, -1.82653, -3.86365)
H (1.64028, -0.76105, -4.07651)
H (3.03447, -1.63164, -5.88153)
H (3.41095, -4.07706, -6.11779)
H (2.39978, -5.63789, -4.50456)
H (1.08214, -6.04091, -2.48265)
H (-0.22305, -5.14911, -0.55606)
H (-2.44867, -3.59960, -2.15390)
H (-4.73723, -3.09639, -2.90412)
H (-7.19581, -2.34421, -1.67831)
H (-6.56945, -1.14478, -2.80232)
H (-7.02168, -0.66651, -1.16306)
H (-5.27829, -0.48738, 0.44096)
H (-2.97086, -0.97921, 1.18943)

Atom charges from the Mulliken analysis, given in e for atoms 1 to 2: 1.681 -0.231

Computed, not measured: a molecular structure, C44H53I3N5O2W, with ωB97M-V/def2-TZVPD.

Total energy, hartree: -3092.0302
Charge: +3
LUMO level (spin up / spin down), Eh: -0.40463 / -0.40432
Relative energy (zero: lowest compared OMol25 entry of this formula, charge and spin), kJ/mol: 20.0
HOMO-LUMO gap (spin up / spin down), Eh: 0.1854 / 0.1857
M, Da: 1248.5
E_HOMO (spin up / spin down), eV: -16.06 / -16.06

Positions of all 108 atoms, in Å:
W (0.23703, 0.00311, -0.54784)
C (-4.44635, 3.89421, 3.46854)
C (-4.30829, 4.43753, 2.04660)
C (-3.91427, 5.91973, 2.11438)
C (-5.65141, 4.28079, 1.32067)
C (-3.23408, 3.68645, 1.26445)
C (-2.51170, 2.64377, 1.79133)
C (-1.56278, 1.99986, 0.96710)
N (-0.78136, 0.92246, 1.24519)
C (-0.54272, 0.35065, 2.40730)
C (-0.91108, 0.81028, 3.70468)
C (-0.73286, -0.02308, 4.76279)
C (-0.19822, -1.34395, 4.50186)
C (0.27870, -1.82982, 3.30461)
C (0.15955, -0.91157, 2.23644)
O (0.56732, -1.14260, 1.00550)
C (0.86750, -3.23056, 3.16734)
C (2.36937, -3.11907, 2.88792)
C (0.11145, -3.97926, 2.05810)
C (0.69511, -4.02971, 4.46039)
C (-1.10207, 0.41408, 6.18079)
C (-0.88536, -0.69341, 7.21406)
C (-0.24103, 1.62558, 6.55338)
C (-2.58845, 0.80829, 6.18652)
C (-1.38500, 2.41705, -0.37342)
O (-0.51175, 1.65750, -1.05921)
C (-2.10097, 3.47100, -0.95527)
C (-2.99470, 4.07193, -0.08551)
C (-1.91938, 3.90675, -2.40561)
C (-0.44672, 4.25960, -2.66317)
C (-2.76245, 5.14357, -2.71259)
C (-2.37848, 2.76933, -3.32774)
H (-5.21494, 4.46156, 3.99181)
H (-3.52301, 4.00393, 4.04233)
H (-4.75477, 2.84721, 3.48554)
H (-4.66867, 6.46419, 2.68188)
H (-3.86206, 6.38202, 1.12887)
H (-2.95477, 6.06113, 2.61179)
H (-6.42624, 4.80188, 1.88300)
H (-5.94671, 3.23468, 1.23798)
H (-5.63722, 4.71517, 0.32137)
H (-2.72550, 2.28894, 2.78742)
H (-1.29760, 1.80904, 3.84854)
H (-0.14416, -2.00740, 5.35156)
H (2.59581, -2.49192, 2.02930)
H (2.78242, -4.10742, 2.68777)
H (2.89294, -2.71173, 3.75345)
H (0.14426, -3.47993, 1.09147)
H (-0.93681, -4.10777, 2.32956)
H (0.54390, -4.97175, 1.93468)
H (1.23995, -3.59177, 5.29825)
H (1.10047, -5.02941, 4.30837)
H (-0.35284, -4.14740, 4.73818)
H (0.15895, -1.00384, 7.27679)
H (-1.50654, -1.56950, 7.02461)
H (-1.16063, -0.31332, 8.19654)
H (0.82197, 1.38113, 6.55371)
H (-0.50338, 1.96220, 7.55552)
H (-0.40120, 2.46493, 5.87493)
H (-3.23057, -0.02053, 5.88865)
H (-2.78697, 1.65598, 5.52857)
H (-2.87598, 1.10679, 7.19410)
H (-3.58963, 4.88847, -0.46805)
H (-0.11675, 5.07538, -2.01711)
H (-0.33530, 4.59627, -3.69441)
H (0.21947, 3.40624, -2.52560)
H (-2.49305, 5.99564, -2.08768)
H (-3.83035, 4.95264, -2.60485)
H (-2.59575, 5.43656, -3.74836)
H (-1.80313, 1.85683, -3.17366)
H (-2.25886, 3.07401, -4.36802)
H (-3.43189, 2.53847, -3.17000)
I (3.39359, -2.25961, -4.26884)
C (2.95427, -3.58814, -2.71072)
I (1.88786, -2.87774, -1.01705)
H (3.88685, -3.94721, -2.29140)
H (2.34379, -4.39810, -3.09228)
N (5.81444, 9.04921, 0.93426)
C (5.40394, 7.98056, 0.88672)
C (4.87983, 6.64183, 0.83951)
C (4.23032, 6.19691, -0.30931)
C (3.71429, 4.91343, -0.35516)
C (3.84551, 4.10292, 0.76013)
C (4.49059, 4.52495, 1.91032)
C (5.01917, 5.80460, 1.94371)
N (3.28437, 2.77411, 0.72457)
C (3.87683, 1.62497, 1.19051)
C (2.99933, 0.61395, 0.96388)
N (1.86633, 1.14504, 0.37147)
C (2.08543, 2.45026, 0.23271)
H (4.14746, 6.85275, -1.16447)
H (3.24160, 4.55072, -1.25842)
H (4.57073, 3.88197, 2.77527)
H (5.52784, 6.16037, 2.82817)
H (4.86544, 1.62905, 1.61326)
H (3.10293, -0.43754, 1.16817)
H (1.40281, 3.17262, -0.18570)
I (-2.14682, -1.21260, -0.68761)
C (0.30471, -0.27669, -2.63023)
C (-0.14753, -0.27985, -3.93833)
C (0.67774, 0.44269, -4.79369)
C (1.84491, 1.09292, -4.33720)
C (2.20969, 1.03171, -3.00793)
N (1.37802, 0.31303, -2.22950)
H (-1.05724, -0.76407, -4.25804)
H (0.40568, 0.52925, -5.83846)
H (2.46380, 1.65255, -5.02425)
H (3.08802, 1.49302, -2.57978)

Atom charges from the Mulliken analysis, given in e for atoms 1 to 2: -0.644 -2.013

Computed, not measured: a molecular structure, C4H6N2O at a distorted geometry, with ωB97M-V/def2-TZVPD.

Total energy, hartree: -340.6175
Charge: 0
LUMO level, Eh: 0.02134
Relative energy (zero: lowest compared OMol25 entry of this formula, charge and spin), kJ/mol: 465.8
HOMO-LUMO gap, Eh: 0.3706
M, Da: 98.1
E_HOMO, eV: -9.50

Positions of all 13 atoms, in Å:
N (0.59560, -1.91261, 1.23834)
C (0.49126, -0.80942, 1.96915)
O (0.36637, 0.41919, 1.44851)
C (0.56070, 0.64391, 0.04993)
C (-0.78361, 0.61655, -0.68412)
C (-0.62699, 1.00091, -2.08974)
N (-0.47604, 1.31049, -3.19368)
H (0.41550, -1.87632, 0.22169)
H (-0.10430, -1.88890, 2.27657)
H (1.26667, -0.07562, -0.37914)
H (1.00752, 1.63708, -0.02273)
H (-1.23883, -0.37867, -0.63677)
H (-1.47383, 1.31342, -0.19799)

Atom charges from the Mulliken analysis, given in e for atoms 1 to 2: -0.422 -0.146